Run a
{"formula": "C24H64O8", "method": "wB97M-V/def2-TZVPD", "symbols": ["C", "C", "C", "O", "H", "H", "H", "H", "H", "H", "H", "H", "C", "C", "C", "O", "H", "H", "H", "H", "H", "H", "H", "H", "C", "C", "C", "O", "H", "H", "H", "H", "H", "H", "H", "H", "C", "C", "C", "O", "H", "H", "H", "H", "H", "H", "H", "H", "C", "C", "C", "O", "H", "H", "H", "H", "H", "H", "H", "H", "C", "C", "C", "O", "H", "H", "H", "H", "H", "H", "H", "H", "C", "C", "C", "O", "H", "H", "H", "H", "H", "H", "H", "H", "C", "C", "C", "O", "H", "H", "H", "H", "H", "H", "H", "H"], "positions_angstrom": [[0.762, 0.404, 3.896], [1.070, 1.240, 5.136], [2.085, 0.550, 6.025], [1.533, 2.549, 4.759], [0.168, 0.977, 3.185], [0.209, -0.502, 4.164], [1.690, 0.068, 3.420], [0.150, 1.416, 5.695], [2.114, 0.962, 7.032], [3.079, 0.576, 5.575], [1.838, -0.516, 6.135], [2.261, 2.430, 4.135], [3.734, 3.454, 0.036], [3.075, 2.449, 0.955], [3.780, 1.110, 1.017], [2.947, 2.928, 2.311], [4.711, 3.787, 0.394], [3.087, 4.318, -0.127], [3.897, 2.989, -0.941], [2.059, 2.299, 0.572], [4.792, 1.222, 1.409], [3.829, 0.673, 0.017], [3.224, 0.404, 1.634], [2.337, 3.673, 2.291], [-4.839, 1.284, -1.283], [-4.650, 1.193, 0.220], [-4.726, -0.242, 0.714], [-3.418, 1.780, 0.612], [-4.837, 2.326, -1.612], [-5.812, 0.875, -1.578], [-4.049, 0.750, -1.816], [-5.417, 1.795, 0.714], [-5.686, -0.708, 0.476], [-4.585, -0.282, 1.793], [-3.940, -0.845, 0.245], [-2.708, 1.311, 0.140], [1.012, 3.170, -3.485], [0.121, 3.642, -2.353], [-1.349, 3.453, -2.672], [0.466, 2.889, -1.166], [1.175, 2.094, -3.527], [1.979, 3.677, -3.488], [0.562, 3.449, -4.442], [0.320, 4.703, -2.172], [-1.974, 3.876, -1.880], [-1.590, 2.389, -2.720], [-1.586, 3.940, -3.617], [0.002, 3.306, -0.429], [-1.342, 0.816, -5.941], [-0.935, 1.137, -7.360], [0.329, 1.977, -7.459], [-0.793, -0.087, -8.082], [-1.509, 1.756, -5.406], [-0.583, 0.265, -5.383], [-2.296, 0.289, -5.922], [-1.753, 1.722, -7.805], [0.333, 2.801, -6.746], [0.390, 2.425, -8.458], [1.216, 1.354, -7.348], [-0.861, 0.116, -9.019], [2.050, -5.026, 2.989], [2.440, -4.099, 1.851], [3.343, -2.976, 2.319], [3.039, -4.843, 0.787], [1.304, -5.760, 2.680], [1.689, -4.496, 3.871], [2.930, -5.610, 3.292], [1.529, -3.684, 1.418], [2.767, -2.276, 2.935], [3.712, -2.427, 1.454], [4.143, -3.354, 2.958], [3.853, -5.232, 1.124], [-1.294, -2.919, 2.717], [-2.478, -3.816, 2.459], [-2.232, -5.227, 2.943], [-3.574, -3.212, 3.161], [-1.098, -2.860, 3.789], [-1.505, -1.905, 2.369], [-0.398, -3.266, 2.201], [-2.710, -3.811, 1.386], [-1.822, -5.236, 3.953], [-1.527, -5.738, 2.277], [-3.142, -5.833, 2.930], [-4.355, -3.758, 3.032], [-0.395, -0.702, -2.239], [-0.659, -0.584, -0.736], [0.566, -0.891, 0.098], [-1.109, 0.745, -0.445], [0.215, -1.581, -2.471], [0.158, 0.147, -2.646], [-1.339, -0.794, -2.777], [-1.485, -1.246, -0.476], [0.422, -0.598, 1.142], [1.471, -0.397, -0.268], [0.798, -1.961, 0.144], [-0.401, 1.366, -0.693]], "homo_ev": -9.5, "gap_ev": 10.0, "total_charge": 0, "molar_mass_g_mol": 480.77, "multiplicity": 1, "lumo_ev": 0.519}

***

Run b
{"formula": "C24H64O8", "method": "wB97M-V/def2-TZVPD", "symbols": ["C", "C", "C", "O", "H", "H", "H", "H", "H", "H", "H", "H", "C", "C", "C", "O", "H", "H", "H", "H", "H", "H", "H", "H", "C", "C", "C", "O", "H", "H", "H", "H", "H", "H", "H", "H", "C", "C", "C", "O", "H", "H", "H", "H", "H", "H", "H", "H", "C", "C", "C", "O", "H", "H", "H", "H", "H", "H", "H", "H", "C", "C", "C", "O", "H", "H", "H", "H", "H", "H", "H", "H", "C", "C", "C", "O", "H", "H", "H", "H", "H", "H", "H", "H", "C", "C", "C", "O", "H", "H", "H", "H", "H", "H", "H", "H"], "positions_angstrom": [[4.892, 3.501, -2.384], [3.430, 3.977, -2.521], [2.478, 2.763, -2.894], [3.030, 4.612, -1.311], [5.171, 3.130, -3.416], [5.031, 2.699, -1.698], [5.454, 4.330, -2.096], [3.457, 4.687, -3.387], [2.892, 2.221, -3.764], [1.426, 3.048, -3.111], [2.484, 2.000, -2.074], [2.068, 4.730, -1.317], [2.395, -3.711, 1.809], [2.108, -5.086, 1.308], [2.066, -6.042, 2.505], [0.839, -5.315, 0.697], [3.485, -3.504, 1.930], [1.812, -3.410, 2.659], [2.194, -2.908, 1.020], [2.846, -5.411, 0.520], [1.826, -7.075, 2.177], [1.293, -5.612, 3.235], [2.980, -6.059, 3.085], [0.624, -4.784, -0.097], [4.716, -1.531, -1.948], [3.466, -2.214, -2.503], [3.396, -3.594, -2.056], [2.173, -1.565, -2.093], [5.600, -1.924, -2.418], [4.795, -1.692, -0.860], [4.772, -0.445, -2.078], [3.478, -2.127, -3.609], [4.204, -4.170, -2.527], [2.456, -4.040, -2.479], [3.466, -3.585, -0.979], [2.303, -0.613, -2.134], [-5.650, 3.630, 3.287], [-4.993, 3.432, 1.971], [-5.241, 4.632, 1.029], [-3.530, 3.137, 1.964], [-5.195, 2.919, 3.998], [-6.721, 3.409, 3.207], [-5.665, 4.662, 3.629], [-5.407, 2.643, 1.412], [-6.242, 4.846, 0.740], [-4.678, 4.493, 0.101], [-4.838, 5.499, 1.498], [-3.067, 4.012, 1.994], [-2.409, 1.001, -2.781], [-2.806, 2.092, -1.762], [-1.488, 2.762, -1.336], [-3.678, 3.097, -2.239], [-1.926, 1.382, -3.643], [-3.295, 0.365, -3.029], [-1.823, 0.226, -2.230], [-3.216, 1.639, -0.826], [-1.230, 3.412, -2.162], [-0.685, 1.996, -1.176], [-1.723, 3.283, -0.406], [-4.527, 2.644, -2.436], [-1.173, -3.838, 3.656], [-2.198, -4.893, 3.199], [-1.545, -6.299, 2.854], [-3.260, -5.045, 4.109], [-1.646, -2.915, 4.034], [-0.434, -3.495, 2.969], [-0.609, -4.263, 4.499], [-2.650, -4.604, 2.240], [-0.835, -6.259, 2.029], [-2.381, -6.977, 2.716], [-1.102, -6.517, 3.811], [-2.771, -5.630, 4.709], [1.208, 4.937, 1.939], [0.855, 5.970, 0.795], [2.005, 6.910, 0.493], [0.605, 5.222, -0.337], [0.297, 4.340, 1.814], [1.298, 5.231, 2.972], [1.977, 4.234, 1.586], [0.002, 6.645, 0.995], [2.976, 6.499, 0.540], [1.929, 7.682, 1.289], [1.807, 7.365, -0.431], [-0.138, 4.599, -0.334], [-1.645, -2.853, -0.224], [-1.223, -3.522, -1.538], [-1.479, -2.537, -2.689], [0.093, -3.952, -1.588], [-2.658, -2.396, -0.401], [-0.915, -2.144, 0.012], [-1.721, -3.532, 0.637], [-1.896, -4.370, -1.602], [-2.503, -2.171, -2.482], [-1.299, -3.012, -3.682], [-0.777, -1.658, -2.649], [0.735, -3.250, -1.934]], "homo_ev": -9.7, "gap_ev": 10.2, "total_charge": 0, "molar_mass_g_mol": 480.77, "multiplicity": 1, "lumo_ev": 0.455}

***

Most stable: run a. Least stable: run b.

***

Run a
{"formula": "C23H33NO4", "method": "wB97M-V/def2-TZVPD", "symbols": ["C", "H", "O", "C", "C", "C", "C", "C", "C", "H", "H", "C", "H", "H", "C", "N", "H", "C", "C", "O", "H", "C", "O", "C", "C", "C", "C", "C", "C", "C", "C", "H", "H", "H", "C", "H", "H", "H", "C", "H", "H", "H", "H", "O", "C", "H", "H", "H", "H", "H", "H", "H", "H", "H", "H", "H", "H", "H", "H", "H", "H"], "positions_angstrom": [[-4.473, -3.820, 1.115], [-4.203, -4.774, 1.543], [-3.099, -3.305, 0.565], [-3.114, -2.260, -0.137], [-4.215, -1.571, -0.565], [-4.079, -0.313, -1.072], [-2.844, 0.015, -1.379], [-1.713, -0.684, -1.370], [-1.946, -1.849, -0.639], [-1.030, -2.580, -0.330], [-0.750, -0.254, -1.553], [-2.629, 1.542, -2.355], [-3.277, 1.433, -3.116], [-1.536, 1.507, -2.722], [-2.541, 2.615, -1.394], [-1.708, 2.423, -0.007], [-0.899, 1.596, -0.313], [-2.313, 2.009, 1.189], [-1.098, 1.969, 2.124], [-0.420, 3.043, 2.422], [-0.218, 3.266, 1.312], [-0.489, 0.679, 2.092], [0.549, 0.931, 0.952], [1.424, -0.109, 0.798], [1.297, -1.303, 0.778], [2.284, -2.452, 0.682], [3.331, -2.337, -0.054], [3.562, -0.661, -0.455], [2.568, 0.159, 0.015], [2.985, 1.601, -0.402], [4.310, 1.901, -1.238], [4.441, 2.819, -1.525], [5.149, 1.476, -0.546], [4.286, 1.127, -2.156], [2.976, 2.424, 0.808], [2.118, 2.647, 1.393], [3.234, 3.536, 0.378], [3.808, 2.155, 1.716], [1.849, 2.217, -1.402], [2.017, 3.298, -1.670], [0.991, 2.156, -0.754], [1.633, 1.595, -2.047], [4.325, -0.669, -0.951], [4.234, -3.174, -0.433], [4.028, -4.324, -0.183], [5.150, -4.963, -0.548], [4.213, -4.633, 1.018], [3.347, -4.957, -0.493], [2.031, -3.389, 0.920], [0.301, -1.682, 1.647], [-1.035, -0.182, 1.633], [0.196, 0.364, 2.803], [-1.509, 1.795, 3.059], [-2.814, 1.062, 1.127], [-2.815, 2.815, 1.534], [-3.501, 2.896, -0.685], [-2.239, 3.471, -1.876], [-4.946, 0.420, -1.295], [-5.215, -1.544, -0.080], [-5.060, -3.997, 0.483], [-4.907, -3.175, 1.640]], "homo_ev": -8.5, "gap_ev": 9.1, "total_charge": 0, "molar_mass_g_mol": 387.52, "multiplicity": 1, "lumo_ev": 0.599}

***

Run b
{"formula": "C23H33NO4", "method": "wB97M-V/def2-TZVPD", "symbols": ["C", "H", "O", "C", "C", "C", "C", "C", "C", "H", "H", "C", "H", "H", "C", "N", "H", "C", "C", "O", "H", "C", "O", "C", "C", "C", "C", "C", "C", "C", "C", "H", "H", "H", "C", "H", "H", "H", "C", "H", "H", "H", "H", "O", "C", "H", "H", "H", "H", "H", "H", "H", "H", "H", "H", "H", "H", "H", "H", "H", "H"], "positions_angstrom": [[-2.222, 2.124, 1.998], [-3.014, 2.722, 1.536], [-2.407, 0.751, 1.750], [-2.472, 0.330, 0.454], [-2.220, 1.123, -0.658], [-2.339, 0.583, -1.929], [-2.702, -0.742, -2.126], [-2.946, -1.527, -1.003], [-2.834, -1.004, 0.267], [-3.031, -1.611, 1.136], [-3.227, -2.562, -1.131], [-2.834, -1.311, -3.509], [-3.401, -0.614, -4.131], [-3.375, -2.256, -3.466], [-1.487, -1.572, -4.209], [-0.804, -2.721, -3.639], [-0.257, -3.193, -4.351], [0.035, -2.470, -2.487], [1.327, -1.655, -2.767], [2.478, -2.332, -2.327], [2.444, -2.360, -1.363], [1.265, -0.248, -2.148], [1.267, -0.401, -0.746], [1.257, 0.722, 0.043], [1.130, 1.999, -0.493], [1.129, 3.120, 0.312], [1.256, 2.979, 1.687], [1.386, 1.704, 2.223], [1.392, 0.561, 1.434], [1.567, -0.817, 2.060], [1.637, -0.776, 3.591], [2.490, -0.199, 3.939], [0.723, -0.366, 4.014], [1.751, -1.792, 3.965], [2.884, -1.424, 1.554], [3.728, -0.840, 1.919], [2.921, -1.430, 0.470], [2.990, -2.445, 1.912], [0.376, -1.710, 1.687], [0.297, -1.837, 0.614], [-0.546, -1.261, 2.049], [0.489, -2.691, 2.146], [1.485, 1.599, 3.288], [1.234, 4.137, 2.419], [1.368, 4.052, 3.815], [2.328, 3.609, 4.102], [1.326, 5.078, 4.176], [0.552, 3.477, 4.265], [1.031, 4.106, -0.111], [1.029, 2.137, -1.557], [0.353, 0.262, -2.482], [2.145, 0.328, -2.467], [1.459, -1.545, -3.851], [0.336, -3.447, -2.097], [-0.564, -1.968, -1.727], [-0.877, -0.656, -4.184], [-1.699, -1.801, -5.257], [-2.156, 1.218, -2.785], [-1.934, 2.157, -0.549], [-1.248, 2.472, 1.643], [-2.273, 2.237, 3.080]], "homo_ev": -8.0, "gap_ev": 8.7, "total_charge": 0, "molar_mass_g_mol": 387.52, "multiplicity": 1, "lumo_ev": 0.720}

***

Most stable: run b. Least stable: run a.

***

Run a
{"formula": "C5H16NO2", "method": "wB97M-V/def2-TZVPD", "symbols": ["C", "O", "C", "C", "C", "C", "N", "H", "H", "H", "H", "H", "H", "H", "H", "H", "H", "H", "H", "H", "H", "H", "H", "O"], "positions_angstrom": [[-2.395, -0.828, -0.900], [2.390, -0.259, -0.619], [-0.878, -0.447, -0.460], [-0.942, 1.144, -0.234], [0.321, 1.646, 0.497], [0.496, 0.949, 1.907], [-0.012, -0.660, -1.616], [-2.491, -0.381, -1.951], [-3.182, -0.561, -0.239], [-2.353, -1.900, -0.948], [-0.658, -1.128, 0.357], [-1.876, 1.412, 0.186], [-0.929, 1.442, -1.320], [0.165, 2.763, 0.572], [1.249, 1.435, -0.196], [-0.129, 1.394, 2.574], [1.515, 1.094, 2.374], [0.254, -0.126, 1.893], [3.253, -0.373, -1.059], [-0.219, -0.111, -2.456], [0.958, -0.512, -1.242], [1.989, -1.399, 0.393], [1.975, -2.666, 1.389], [1.499, -1.926, 1.096]], "homo_ev": -14.6, "gap_ev": 4.9, "total_charge": 1, "molar_mass_g_mol": 122.19, "multiplicity": 1, "lumo_ev": -9.758}

***

Run b
{"formula": "C5H16NO2", "method": "wB97M-V/def2-TZVPD", "symbols": ["C", "O", "C", "C", "C", "C", "N", "H", "H", "H", "H", "H", "H", "H", "H", "H", "H", "H", "H", "H", "H", "H", "H", "O"], "positions_angstrom": [[1.666, 0.064, -0.011], [2.235, 1.154, -0.724], [0.152, 0.203, 0.139], [-0.429, -0.570, 1.345], [-1.442, -1.633, 0.904], [-0.744, -2.815, 0.184], [-0.143, 1.673, 0.326], [2.108, 0.080, 0.969], [1.939, -0.891, -0.432], [2.248, 0.930, -1.664], [-0.402, -0.123, -0.745], [0.349, -1.072, 1.921], [-0.918, 0.105, 2.052], [-1.973, -2.017, 1.768], [-2.146, -1.198, 0.198], [-1.316, -3.097, -0.688], [0.279, -2.543, -0.076], [-0.663, -3.656, 0.877], [-0.027, 2.242, -0.545], [0.390, 2.058, 1.103], [-1.128, 1.730, 0.541], [0.386, 2.646, -2.982], [-0.373, 3.817, -2.291], [-0.048, 2.914, -2.168]], "homo_ev": -14.8, "gap_ev": 11.7, "total_charge": 1, "molar_mass_g_mol": 122.19, "multiplicity": 1, "lumo_ev": -3.090}

***

Most stable: run b. Least stable: run a.